Density functional theory data (ωB97M-V with the def2-TZVPD basis set) for a single C5H10O molecule at a distorted geometry.

```
16
Properties=species:S:1:pos:R:3:mulliken_charge:R:1
O -0.0724 0.9350 -0.6001 -0.223
C -0.6916 1.9180 0.5035 -0.792
C -0.5537 -1.1494 0.3870 -0.531
C 1.2334 0.2968 -0.3049 -0.401
C 0.8870 -1.1756 -0.1102 -0.451
C -1.2097 -0.0967 -0.4646 -0.462
H 1.9552 0.4607 -1.1190 0.265
H -2.1532 0.2688 -0.0313 0.437
H 0.9283 -1.6921 -1.0745 0.268
H 1.5701 -1.6763 0.5790 0.325
H -0.0348 1.6822 1.3503 0.159
H -0.4341 2.8955 0.1024 0.198
H 1.6360 0.7644 0.6018 0.298
H -1.0646 -2.1036 0.2614 0.347
H -1.3751 -0.3634 -1.5030 0.279
H -0.6036 -0.8606 1.4452 0.285
```

E in eV: -7389.77795
ΔE to the lowest compared entry with this formula, charge and spin in kcal per mole: 115.0
Highest occupied orbital energy in eV: -6.61
Orbital gap in eV: 7.48


Density functional theory data (ωB97M-V with the def2-TZVPD basis set) for 2 unconnected molecules or ions with the total composition C5H10O.

```
16
Properties=species:S:1:pos:R:3:mulliken_charge:R:1
O -0.1775 2.8289 -1.7818 -0.434
C 0.3441 -0.7650 -0.6996 -0.127
C 0.1729 -1.3526 0.6736 -0.243
C -1.0312 -0.7807 1.4294 -1.110
C 1.4368 -0.1429 -1.1360 -0.853
C -0.3252 2.3103 -0.7053 -0.042
H -1.2192 1.7037 -0.4549 0.210
H 1.4986 0.2657 -2.1411 0.309
H -1.9464 -0.8480 0.8290 0.307
H 2.3099 -0.0121 -0.4985 0.265
H -0.5079 -0.8730 -1.3750 0.344
H 0.0462 -2.4394 0.5772 0.256
H 1.0890 -1.1929 1.2556 0.266
H 0.4176 2.4102 0.1114 0.262
H -1.2040 -1.3302 2.3608 0.346
H -0.8757 0.2733 1.6884 0.242
```

E in eV: -7393.07696
ΔE to the lowest compared entry with this formula, charge and spin in kcal per mole: 38.9
Highest occupied orbital energy in eV: -9.87
Orbital gap in eV: 10.77


Density functional theory data (ωB97M-V with the def2-TZVPD basis set) for a molecular structure, C5H10O.

```
16
Properties=species:S:1:pos:R:3:mulliken_charge:R:1
O -1.6170 0.4120 -1.2847 -0.716
C -0.8111 -1.5082 -0.0912 -1.420
C -0.7093 -0.0274 -0.4872 1.219
C -0.8478 0.9218 0.6852 -0.885
C 1.5280 0.5179 0.4211 -0.580
C 0.9281 0.2599 -0.8737 -0.757
H -1.6583 0.7398 1.3990 0.379
H 0.3553 0.7202 1.1663 0.060
H -1.7913 -1.6846 0.3656 0.380
H 1.9563 -0.3152 0.9786 0.302
H -0.0311 -1.8251 0.6127 0.307
H 0.9336 1.1120 -1.5545 0.312
H 1.2775 -0.6499 -1.3636 0.357
H -0.7678 1.9708 0.3967 0.343
H 1.9989 1.4787 0.6238 0.350
H -0.7440 -2.1227 -0.9942 0.348
```

E in eV: -7390.20528
ΔE to the lowest compared entry with this formula, charge and spin in kcal per mole: 105.2
Highest occupied orbital energy (spin up / spin down) in eV: -8.83 / -8.41
Orbital gap (spin up / spin down) in eV: 8.12 / 7.54


Density functional theory data (ωB97M-V with the def2-TZVPD basis set) for a single C5H10O molecule.

```
16
Properties=species:S:1:pos:R:3:mulliken_charge:R:1
O -0.4800 2.4740 -0.4102 -0.516
C 0.2716 0.2194 -0.3415 0.319
C 0.5207 -0.0068 1.1682 -0.725
C 0.0537 -1.2892 -0.5295 -0.747
C 0.7330 -1.5059 0.8446 -0.462
C -0.8140 1.1564 -0.8022 -0.745
H -1.1987 3.0713 -0.5878 0.305
H 1.7800 -1.7296 0.7148 0.235
H -0.3884 0.1756 1.7388 0.253
H 0.4413 -1.7753 -1.4266 0.330
H 1.3371 0.5168 1.6799 0.283
H 1.2151 0.5101 -0.8243 0.259
H -1.0203 -1.4995 -0.4703 0.247
H -1.8017 0.8351 -0.4080 0.329
H 0.2866 -2.2436 1.5340 0.301
H -0.9359 1.0910 -1.8800 0.334
```

E in eV: -7393.66255
ΔE to the lowest compared entry with this formula, charge and spin in kcal per mole: 25.4
Highest occupied orbital energy in eV: -10.16
Orbital gap in eV: 11.16


Density functional theory data (ωB97M-V with the def2-TZVPD basis set) for 2 unconnected molecules or ions with the total composition C5H10O.

```
16
Properties=species:S:1:pos:R:3:mulliken_charge:R:1
O 2.3620 -0.7025 -0.6221 -0.414
C 2.3018 -0.2988 0.5127 -0.098
C -0.7651 0.1218 0.0490 0.935
C -1.0486 -1.1933 -0.6231 -1.165
C -0.6033 1.2952 -0.8785 -1.188
C -0.6255 0.2327 1.3713 -1.083
H -0.4059 2.2240 -0.3346 0.315
H -0.4112 1.1897 1.8431 0.297
H -1.9603 -1.1315 -1.2309 0.341
H -0.2231 -1.4538 -1.2985 0.279
H -1.1721 -2.0038 0.1012 0.312
H -0.7342 -0.6277 2.0282 0.309
H 0.2282 1.1114 -1.5716 0.288
H -1.5055 1.4372 -1.4869 0.362
H 2.4189 0.7736 0.7649 0.251
H 2.1439 -0.9741 1.3756 0.257
```

E in eV: -7393.31852
ΔE to the lowest compared entry with this formula, charge and spin in kcal per mole: 33.4
Highest occupied orbital energy in eV: -9.47
Orbital gap in eV: 10.43


Density functional theory data (ωB97M-V with the def2-TZVPD basis set) for a single C5H10O molecule.

```
16
Properties=species:S:1:pos:R:3:mulliken_charge:R:1
O 1.5328 0.2877 -0.4099 -0.249
C 2.6594 -0.3873 0.0846 -0.695
C -2.0148 0.4648 0.3847 -0.588
C -0.7176 1.0291 -0.0515 -0.271
C 0.4236 0.1831 0.4462 -0.347
C -1.8082 -0.1454 -0.9994 -0.527
H 0.1921 -0.8915 0.6290 0.268
H -0.8852 0.4746 -1.4032 0.150
H 0.6447 0.6233 1.4385 0.330
H -2.0299 -0.2909 1.1779 0.219
H -1.5469 -1.2033 -0.9998 0.276
H 2.4570 -1.4589 0.2503 0.293
H -2.5595 0.1496 -1.7308 0.326
H 3.0138 0.0458 1.0348 0.288
H 3.4483 -0.2869 -0.6648 0.245
H -2.8567 1.1536 0.4601 0.282
```

E in eV: -7390.27349
ΔE to the lowest compared entry with this formula, charge and spin in kcal per mole: 103.6
Highest occupied orbital energy in eV: -8.22
Orbital gap in eV: 9.28


Density functional theory data (ωB97M-V with the def2-TZVPD basis set) for a single C5H10O molecule at a distorted geometry.

```
16
Properties=species:S:1:pos:R:3:mulliken_charge:R:1
O 1.1731 0.7123 0.0942 -0.419
C -0.1510 0.3773 -0.1098 0.953
C -0.6977 -1.0889 0.5218 -0.939
C -0.6031 -0.7578 -0.9369 -0.517
C -0.9750 1.6689 -0.1741 -1.353
C 1.8962 -0.4063 0.5267 -0.677
H -0.4348 2.5058 0.2854 0.384
H -1.9270 1.5427 0.3395 0.336
H -0.2492 -2.0749 0.7647 0.366
H 0.1686 -1.2957 -1.4781 0.224
H 2.1755 -1.0424 -0.3258 0.240
H 1.1583 -0.9540 1.1469 0.319
H -1.2038 1.9735 -1.2105 0.265
H 2.7878 -0.0643 1.0557 0.275
H -1.6267 -1.0052 1.0648 0.247
H -1.5333 -0.6358 -1.4704 0.295
```

E in eV: -7392.02394
ΔE to the lowest compared entry with this formula, charge and spin in kcal per mole: 63.2
Highest occupied orbital energy in eV: -8.81
Orbital gap in eV: 9.92


Density functional theory data (ωB97M-V with the def2-TZVPD basis set) for a single C5H10O molecule.

```
16
Properties=species:S:1:pos:R:3:mulliken_charge:R:1
O -1.1069 -0.6753 -1.3997 -0.333
C 0.5870 -0.5838 0.3871 0.122
C -0.7960 -1.0119 -0.0593 -0.557
C 0.8631 -0.0906 1.7827 -0.659
C -0.8030 0.6384 -1.8075 -0.594
C 0.9540 0.8619 0.6385 -0.666
H -1.5638 -0.6398 0.6430 0.289
H 1.3789 -1.1774 -0.0673 0.282
H 1.9267 1.1868 0.2760 0.273
H 0.1594 0.9613 -1.4148 0.266
H -0.8584 -2.1073 -0.0490 0.262
H 0.0073 0.0448 2.4389 0.228
H 0.1848 1.6279 0.5700 0.312
H 1.7769 -0.4002 2.2786 0.263
H -1.5630 1.3743 -1.4927 0.250
H -0.7290 0.6289 -2.8968 0.262
```

E in eV: -7392.97877
ΔE to the lowest compared entry with this formula, charge and spin in kcal per mole: 41.2
Highest occupied orbital energy in eV: -9.65
Orbital gap in eV: 10.80


Density functional theory data (ωB97M-V with the def2-TZVPD basis set) for a single C5H10O molecule at a distorted geometry.

```
16
Properties=species:S:1:pos:R:3:mulliken_charge:R:1
O 0.1761 -0.7968 1.9615 -0.400
C -0.4782 -0.6844 -0.2296 -0.649
C -0.7715 -0.9996 1.0461 0.072
C -1.1220 1.4328 -1.3201 -1.357
C 1.6188 -0.8366 1.1120 -0.616
C 0.0278 0.6923 -0.6193 -0.238
H 0.9016 0.6753 -1.2867 0.305
H -1.4483 0.8793 -2.2082 0.343
H 0.3316 1.2689 0.2670 0.316
H -1.9947 1.5338 -0.6630 0.325
H 2.1423 -0.3128 1.8867 0.282
H -1.7527 -1.3699 1.3736 0.341
H -1.0013 -1.2238 -0.9986 0.317
H -0.8167 2.4375 -1.6324 0.362
H 1.9352 -0.4033 0.1197 0.251
H 1.7855 -1.9111 1.0652 0.347
```

E in eV: -7391.20032
ΔE to the lowest compared entry with this formula, charge and spin in kcal per mole: 82.2
Highest occupied orbital energy in eV: -7.88
Orbital gap in eV: 8.88


Density functional theory data (ωB97M-V with the def2-TZVPD basis set) for 2 unconnected molecules or ions with the total composition C5H10O.

```
16
Properties=species:S:1:pos:R:3:mulliken_charge:R:1
O -0.4056 1.4256 -0.1882 -0.330
C 2.2160 -1.7778 0.2609 -0.445
C 1.1326 -1.6035 -0.4855 -0.456
C -1.4993 0.6256 -0.2444 0.058
C -1.8842 0.0096 -1.3572 -0.708
C -0.0965 1.9081 1.1043 -0.708
H 0.1605 -1.9904 -0.1925 0.250
H -1.3258 0.1155 -2.2825 0.268
H -0.9242 2.5015 1.5166 0.318
H 0.1372 1.0845 1.7905 0.319
H -2.7762 -0.6068 -1.3600 0.251
H 0.7816 2.5480 1.0047 0.245
H 2.1808 -2.3212 1.2020 0.238
H 3.1847 -1.3868 -0.0394 0.236
H 1.1646 -1.0574 -1.4248 0.178
H -2.0464 0.5256 0.6955 0.287
```

E in eV: -7392.43117
ΔE to the lowest compared entry with this formula, charge and spin in kcal per mole: 53.8
Highest occupied orbital energy in eV: -8.84
Orbital gap in eV: 9.94


Density functional theory data (ωB97M-V with the def2-TZVPD basis set) for a single C5H10O molecule at a distorted geometry.

```
16
Properties=species:S:1:pos:R:3:mulliken_charge:R:1
O 1.9723 -1.4753 -0.4187 -0.455
C -2.0901 0.9838 0.1006 -1.106
C 2.5054 -0.1830 -0.4454 -0.420
C -1.3297 -0.3224 0.3603 -0.418
C 0.1869 -0.2140 0.5288 -0.683
C 1.0755 -0.2630 -0.6796 0.025
H 0.6531 -0.2744 -1.6810 0.397
H 0.6811 -1.1635 0.8131 0.319
H -3.1710 0.8031 0.0377 0.338
H -1.9290 1.7105 0.9057 0.301
H -1.7197 -0.7763 1.2788 0.282
H -1.7847 1.4554 -0.8402 0.295
H 3.1687 -0.0314 -1.2842 0.254
H 2.8413 0.2481 0.4993 0.227
H -1.5464 -1.0328 -0.4488 0.318
H 0.4865 0.5351 1.2733 0.328
```

E in eV: -7392.56274
ΔE to the lowest compared entry with this formula, charge and spin in kcal per mole: 50.8
Highest occupied orbital energy in eV: -9.86
Orbital gap in eV: 11.03


Density functional theory data (ωB97M-V with the def2-TZVPD basis set) for a single C5H10O molecule.

```
16
Properties=species:S:1:pos:R:3:mulliken_charge:R:1
O 0.1713 1.5057 -1.6540 -0.521
C 1.9651 -0.1564 -0.1475 -1.467
C -0.6497 0.1032 0.0980 0.385
C 0.6344 -0.6237 0.4535 -0.126
C -1.8877 -0.4386 0.7588 -1.474
C -0.7336 1.1885 -0.6776 -0.114
H 2.0851 -0.4417 -1.2004 0.354
H 0.4733 0.6399 -1.9539 0.313
H 0.5290 -1.7087 0.3199 0.282
H 2.7900 -0.6236 0.4006 0.377
H -1.8530 -0.4076 1.8528 0.312
H -2.0044 -1.4940 0.4705 0.300
H 2.0859 0.9282 -0.0780 0.363
H -1.5245 1.9320 -0.5929 0.367
H 0.7071 -0.4773 1.5433 0.283
H -2.7883 0.0742 0.4069 0.365
```

E in eV: -7393.63319
ΔE to the lowest compared entry with this formula, charge and spin in kcal per mole: 26.1
Highest occupied orbital energy in eV: -8.29
Orbital gap in eV: 9.22


Density functional theory data (ωB97M-V with the def2-TZVPD basis set) for a single C5H10O molecule.

```
16
Properties=species:S:1:pos:R:3:mulliken_charge:R:1
O -1.0774 -1.5844 -0.3496 -0.554
C -0.2123 0.3338 1.8384 -1.136
C 0.6876 -0.4832 -1.6514 -0.887
C -0.7197 -0.5114 -1.1726 -0.008
C 0.7707 0.6711 0.7160 -0.607
C 0.2042 0.5887 -0.6994 0.073
H -1.8116 -1.2883 0.2038 0.336
H -0.0063 1.5572 -1.1533 0.374
H -1.1227 0.9423 1.7712 0.313
H 1.3350 -1.2348 -1.2056 0.262
H -0.4878 -0.7213 1.7836 0.265
H 1.1527 1.6880 0.8690 0.349
H -1.4960 -0.2198 -1.8820 0.312
H 0.9010 -0.2556 -2.6917 0.274
H 0.2426 0.5081 2.8188 0.365
H 1.6399 0.0095 0.8049 0.269
```

E in eV: -7393.48102
ΔE to the lowest compared entry with this formula, charge and spin in kcal per mole: 29.6
Highest occupied orbital energy in eV: -9.54
Orbital gap in eV: 10.55


Density functional theory data (ωB97M-V with the def2-TZVPD basis set) for 2 unconnected molecules or ions with the total composition C5H10O2.

```
17
Properties=species:S:1:pos:R:3:mulliken_charge:R:1
O 2.2685 -0.2059 1.2498 -0.497
O -3.6591 0.6113 -0.2550 -0.428
C -0.6368 1.0684 0.9568 -0.741
C 0.5941 -0.6511 -0.3669 -0.523
C -0.0596 0.6881 -0.1770 -0.216
C -2.8249 -0.1586 -0.6553 -0.028
C 2.0937 -0.5568 -0.1072 -0.482
H 0.1738 -1.3818 0.3353 0.296
H 2.5300 0.1972 -0.7800 0.340
H 3.1325 0.2054 1.3563 0.300
H 2.5726 -1.5222 -0.3286 0.299
H 0.4319 -1.0365 -1.3824 0.325
H -2.4493 -1.0062 -0.0471 0.222
H -1.0822 2.0511 1.0783 0.295
H -0.7024 0.3908 1.8054 0.266
H -2.3775 -0.0774 -1.6680 0.235
H -0.0054 1.3844 -1.0144 0.335
```

E in eV: -9440.18561
ΔE to the lowest compared entry with this formula, charge and spin in kcal per mole: 65.9
Highest occupied orbital energy in eV: -9.75
Orbital gap in eV: 10.60


Density functional theory data (ωB97M-V with the def2-TZVPD basis set) for a molecular structure, C5H10O2.

```
17
Properties=species:S:1:pos:R:3:mulliken_charge:R:1
O 0.4695 0.6739 -1.6335 -0.603
O 0.7248 -1.6832 -0.4940 -0.671
C 0.4101 1.0278 0.1528 -0.250
C 1.6146 0.2366 0.5445 -0.613
C -0.7576 0.3473 0.7160 -0.187
C -1.7868 -0.3999 -0.1072 -1.218
C 0.9160 -1.1188 0.6096 0.033
H -2.5915 -0.7383 0.5542 0.350
H 2.4918 0.2648 -0.1174 0.306
H 1.9060 0.5760 1.5452 0.327
H -1.2844 1.0403 1.3863 0.271
H 0.8971 -1.7030 1.5388 0.379
H 0.6054 -0.3269 -1.4819 0.496
H -0.4553 0.7545 -1.9215 0.382
H -1.3711 -1.2877 -0.6017 0.312
H -2.2824 0.2147 -0.8832 0.278
H 0.4937 2.1219 0.1929 0.407
```

E in eV: -9437.77600
ΔE to the lowest compared entry with this formula, charge and spin in kcal per mole: 121.5
Highest occupied orbital energy in eV: -7.12
Orbital gap in eV: 7.61